Computed, not measured: a cluster of 19 separate species, C49H142N32O25 in total in a non-equilibrium geometry, with ωB97M-V/def2-TZVPD.

```
248
Properties=species:S:1:pos:R:3:forces:R:3:lowdin_charge:R:1
O 2.314 -1.808 -0.310 -1.97 0.25 0.28 -0.107
O 5.625 1.369 -1.570 -1.48 -0.80 -0.17 -0.052
O -0.405 -2.082 6.624 -0.75 -0.15 -0.52 -0.220
O 2.384 0.130 -4.578 -1.00 1.17 1.67 -0.008
O -5.509 0.019 -0.650 -0.19 -0.43 0.23 0.010
O -5.737 -1.292 3.865 0.75 0.27 -1.68 -0.159
O -2.816 4.086 0.703 0.51 -0.19 -0.85 -0.036
O 1.562 3.194 -1.298 -0.28 -0.32 -0.41 -0.044
O -0.636 -6.695 -5.604 0.28 0.60 0.09 -0.275
O -2.411 8.250 -1.325 -1.03 0.02 -0.48 -0.190
O 2.630 2.969 3.824 -1.17 -0.69 -1.52 -0.236
O 1.357 5.990 -5.175 0.73 0.58 0.89 -0.203
O -1.937 -4.512 -0.052 -0.22 -0.88 -0.14 -0.199
O 5.770 2.427 3.014 1.41 -0.39 1.68 0.006
O 2.369 -5.892 1.590 0.15 -0.18 -0.92 -0.062
O 4.809 -0.710 6.323 0.17 -0.38 1.25 -0.223
O -0.934 -2.751 2.934 -0.46 -0.65 0.47 -0.027
O 3.039 6.295 1.757 0.55 1.55 1.84 0.071
O -1.747 1.252 -8.546 1.90 -0.65 1.00 0.015
O -0.334 -3.038 -3.080 -0.38 1.62 -0.97 -0.210
O -5.183 1.178 -4.900 0.07 -1.02 0.56 -0.224
O 2.391 -7.610 -1.838 0.45 0.78 0.10 -0.218
O -1.445 0.754 2.272 -0.72 0.47 -0.69 -0.031
O -1.283 0.903 10.057 2.27 1.95 -0.28 -0.184
O -0.898 3.324 -4.288 -0.27 -0.45 1.55 -0.015
N 3.630 0.239 3.499 -0.13 0.10 -1.09 -0.073
N -1.191 -0.171 4.272 -1.49 1.03 3.09 0.186
N 7.129 1.574 1.326 -0.53 0.35 3.16 0.167
N -2.533 1.775 4.012 -0.36 -0.59 0.25 0.174
N 4.732 -0.036 -0.026 -1.17 -0.77 -0.72 0.174
N 1.719 -7.704 -4.660 1.67 1.26 -1.57 -0.049
N -4.972 2.176 -0.087 0.84 -1.52 -0.16 0.164
N -3.029 3.368 -4.877 -1.55 -0.10 -0.24 0.163
N 1.693 -0.710 -6.554 -0.72 0.96 0.59 0.175
N 2.498 5.749 -0.380 1.86 1.78 -0.22 0.134
N 3.945 -0.675 -5.941 -0.20 -0.20 0.39 0.165
N -3.633 -2.546 1.083 0.58 1.72 0.80 -0.048
N -3.299 0.528 -0.258 -1.07 0.49 -0.01 0.166
N -0.046 -4.259 4.404 -0.07 -0.01 -0.11 0.185
N -0.967 2.867 0.282 -1.16 0.47 0.13 0.175
N 0.735 1.371 -2.480 0.31 0.52 0.02 0.177
N -2.543 2.346 -2.887 1.48 -0.30 -0.28 0.188
N -1.097 5.136 -0.414 -0.03 -0.87 0.09 0.185
N 3.692 0.118 -2.012 1.10 1.80 -2.62 0.178
N 0.308 2.187 -8.095 0.60 -0.06 -0.04 0.144
N -2.382 -0.097 7.430 -1.36 -1.86 0.36 -0.046
N 5.180 2.866 0.963 1.15 0.21 -0.65 0.176
N 2.293 2.784 -3.416 -0.20 0.54 -1.95 0.177
N 2.007 4.306 1.261 -0.26 1.19 2.96 0.178
N 2.636 -4.784 -0.420 0.31 0.90 0.05 0.168
N 0.072 -4.610 2.088 -2.00 0.88 0.50 0.169
N -0.740 1.002 -6.434 0.16 -0.55 -0.17 0.123
N 0.562 7.825 -2.048 -0.72 1.00 -0.29 -0.057
N -2.567 -0.318 -4.382 -0.79 -2.59 -0.48 -0.044
N 3.043 -3.780 1.711 0.16 0.38 -1.41 0.180
N 0.000 -1.637 -0.264 -2.91 -0.44 -0.17 0.211
N 1.268 -0.587 1.311 0.60 -0.36 -0.04 0.204
C 3.131 3.651 4.898 1.12 -0.14 1.92 -0.133
C -1.777 0.762 3.458 1.20 -0.64 0.43 -0.652
C -2.068 -1.293 -3.372 -0.18 0.02 -0.51 -0.195
C 4.727 0.542 -1.254 1.56 0.54 0.70 -0.639
C 1.216 -1.405 0.216 2.43 1.12 1.21 -0.604
C 1.507 2.521 -2.337 -0.05 -1.54 -0.51 -0.614
C -4.067 -3.426 0.066 0.19 -1.73 0.34 -0.231
C 5.428 -0.403 5.097 0.78 1.02 0.36 -0.233
C 4.518 -0.775 3.944 -0.40 -2.19 0.04 -0.222
C -1.078 2.343 9.928 0.33 -0.98 -0.26 -0.062
C -3.158 0.573 8.430 -1.37 0.47 1.41 -0.221
C -0.406 -3.855 3.154 1.60 -0.01 -1.84 -0.588
C -1.973 -7.197 -5.495 0.63 2.75 1.41 -0.079
C -0.784 1.393 -7.780 -1.78 1.52 -0.48 -0.606
C 1.754 1.837 3.969 1.42 -0.70 1.41 -0.147
C 6.100 2.345 1.848 -2.82 0.28 -0.85 -0.649
C -1.678 4.024 0.189 -0.01 1.53 0.37 -0.623
C 0.335 7.409 -3.429 0.11 0.86 -1.43 -0.247
C 2.544 5.533 0.996 -0.86 -2.63 -2.18 -0.701
C 1.198 6.188 -3.759 0.73 1.06 0.04 -0.228
C -4.682 0.833 -0.290 0.38 0.74 -0.74 -0.645
C 1.943 -8.464 -0.826 1.48 -0.78 0.24 -0.097
C -3.079 9.132 -2.180 -0.71 0.02 -1.42 -0.123
C -2.401 -1.548 7.786 0.57 0.10 1.08 -0.172
C 0.196 -7.388 -6.530 1.23 1.10 -0.10 -0.216
C -5.440 -0.751 5.094 0.80 -0.17 1.37 -0.143
C -0.104 9.101 -1.658 -0.19 0.12 0.30 -0.190
C 0.237 5.961 -6.025 0.14 -1.98 0.65 -0.117
C -2.060 3.052 -3.948 0.38 0.11 -2.89 -0.619
C -4.517 -1.328 3.113 1.07 -0.39 -0.44 -0.214
C -1.427 -5.619 -0.763 1.24 -0.34 0.40 -0.085
C 0.973 -1.932 6.676 1.02 1.14 2.56 -0.112
C -4.703 -2.366 2.028 -0.69 -0.18 0.72 -0.205
C 1.673 -7.135 -6.061 -1.43 -1.09 1.00 -0.192
C -5.127 -0.231 -4.534 1.87 -0.14 -1.83 -0.177
C -5.987 1.837 -3.940 -1.46 -1.29 0.42 -0.118
C -2.590 0.537 9.882 -0.69 0.27 -0.20 -0.270
C 5.657 -0.435 7.459 -2.03 -0.45 0.69 -0.091
C -2.919 -3.850 -0.779 0.20 1.98 -0.46 -0.234
C -3.809 -0.828 -5.092 0.55 2.91 -0.40 -0.149
C -0.997 -2.138 7.905 -1.29 0.58 -0.67 -0.196
C -0.911 -2.074 -4.021 -1.74 -1.23 0.44 -0.160
C 3.186 -8.182 -2.834 -1.63 -2.07 -1.46 -0.240
C 3.034 -7.324 -4.063 -0.96 -1.84 -0.82 -0.203
C 2.529 0.525 4.387 0.19 1.96 0.29 -0.195
C 2.657 -4.847 0.972 0.06 -2.07 0.12 -0.651
C 0.690 -3.766 -3.685 1.93 -0.41 -1.16 -0.134
C -1.363 8.929 -0.759 2.63 -0.93 1.50 -0.274
C 2.632 -0.349 -5.653 1.26 -1.57 -1.28 -0.662
H 0.730 -0.339 -6.403 0.85 -0.30 -0.30 0.072
H 3.845 -1.652 4.205 1.10 0.54 0.01 0.130
H -2.215 -7.516 -6.483 -1.08 -0.73 -0.28 0.073
H -0.608 -5.900 -0.121 0.45 -0.79 -0.04 0.067
H -1.329 2.685 8.922 -0.29 0.06 0.11 0.085
H 2.766 -8.760 -0.130 -0.18 -0.59 -0.96 0.111
H 0.410 -0.348 1.792 -0.03 0.10 0.00 0.057
H -1.559 -0.185 5.247 0.36 0.35 -0.85 0.075
H 2.753 -9.248 -3.098 0.63 1.89 0.34 0.154
H -2.071 -6.497 -0.929 -0.41 0.52 0.39 0.103
H -4.848 -3.322 2.536 -0.39 -0.21 0.24 0.124
H 4.623 -0.573 -5.204 -0.23 0.23 0.11 0.101
H -3.393 1.598 8.077 0.20 -0.37 0.52 0.115
H 0.418 7.078 -1.353 0.15 0.67 -0.62 0.072
H 0.705 5.359 -3.183 0.84 -0.01 -0.77 0.107
H -1.564 2.929 10.701 -0.78 -0.18 0.08 0.086
H 0.030 2.906 0.136 0.08 -0.35 0.01 0.054
H -1.020 -3.156 8.263 -0.04 -0.52 0.18 0.126
H 0.565 2.471 -9.028 -0.81 -0.24 -0.04 0.102
H -3.357 2.726 -2.516 -1.84 0.50 0.72 0.070
H 6.230 -1.302 7.854 -0.43 0.19 -0.57 0.088
H 2.425 -7.645 -6.707 -0.68 0.14 0.45 0.121
H -1.447 2.300 0.994 1.42 -0.11 -0.20 0.056
H 4.331 -0.677 -6.850 -0.01 -0.08 -0.90 0.081
H -1.365 -2.626 -4.894 0.53 0.21 0.67 0.139
H 2.062 2.405 -4.381 0.28 0.46 2.23 0.122
H 0.942 0.773 -3.291 0.02 0.43 0.65 0.068
H -6.188 2.880 -4.212 0.24 -0.32 0.01 0.093
H -2.643 -6.329 -5.084 1.10 -1.40 -1.21 0.117
H -0.979 -5.367 -1.725 -0.16 0.43 -0.16 0.083
H -3.696 -1.612 3.788 -0.11 -0.46 0.07 0.105
H 4.214 -8.389 -2.668 1.20 0.31 1.26 0.102
H 7.917 1.505 1.972 -0.35 -0.07 -0.65 0.119
H -4.142 2.677 0.197 -0.48 1.14 0.42 0.034
H -3.169 1.224 10.454 -1.12 0.63 0.53 0.104
H -1.656 9.922 -0.389 -0.06 -0.16 0.15 0.118
H 1.939 3.648 0.550 -0.20 -1.20 -1.29 0.020
H 3.370 6.288 -0.555 -1.18 -0.19 -0.46 0.120
H -5.927 2.461 0.096 0.58 -0.10 -0.03 0.112
H 1.260 -0.872 6.887 -0.20 -0.40 -0.68 0.101
H 6.335 0.327 7.176 0.79 0.98 0.03 0.059
H 3.677 0.399 -3.010 -0.18 -0.23 1.29 0.080
H 2.863 -3.848 2.701 -0.12 0.13 -0.30 0.104
H 0.120 -6.819 -7.516 -0.36 -1.55 0.65 0.136
H -0.115 -2.195 -1.092 0.39 -0.31 -0.30 0.072
H 3.115 -0.634 -1.744 -0.64 -0.85 0.56 0.046
H -5.852 -0.773 -5.110 -1.13 -0.08 0.00 0.114
H 5.473 0.154 0.598 0.60 -0.02 0.49 0.052
H 2.554 -5.631 -1.029 0.13 0.94 1.31 0.091
H 7.278 1.715 0.386 0.80 0.20 -2.48 0.050
H -1.489 0.483 -5.967 -0.30 0.07 -0.65 0.065
H 5.423 2.901 -0.019 -0.40 -0.02 -0.06 0.073
H -1.782 -0.714 -2.507 0.63 0.16 0.34 0.085
H -5.656 -2.136 1.534 0.31 0.04 -0.24 0.131
H -3.156 -0.459 -0.108 -0.09 -0.34 0.18 0.052
H 0.325 -4.507 -4.427 -0.08 0.44 0.24 0.080
H -1.912 2.040 -2.173 0.65 0.06 0.25 0.065
H -1.125 -1.134 4.023 0.33 -0.77 -1.40 0.040
H 1.355 -9.277 -1.270 0.22 -0.11 0.40 0.099
H 1.249 -4.323 -2.934 -0.31 -0.07 0.36 0.062
H 2.393 3.786 5.692 -0.09 -0.29 0.24 0.087
H 0.657 -5.448 2.159 -0.26 0.48 0.05 0.070
H 1.336 -2.411 7.611 0.22 -0.36 -0.70 0.100
H -2.371 9.543 -2.945 -0.74 -0.22 0.46 0.092
H -4.068 -0.384 2.686 -1.41 -0.15 0.27 0.125
H 0.060 4.873 -6.130 -0.96 0.64 -0.26 0.075
H 0.932 1.982 4.738 0.71 0.17 -1.04 0.133
H -0.927 -1.511 0.251 2.27 0.04 -0.43 0.134
H 4.960 -0.075 8.285 1.02 -0.37 -0.96 0.104
H -2.669 -0.403 10.426 -0.29 -0.43 -0.57 0.121
H 2.455 4.919 -0.950 -0.14 -0.33 -0.08 0.037
H -4.564 -4.324 0.483 0.08 -0.05 0.01 0.133
H -0.094 5.178 -0.646 -0.98 -0.30 0.16 0.068
H 2.845 0.592 5.461 -0.30 -0.04 -0.68 0.118
H -2.719 1.093 0.348 -0.14 -0.17 0.04 0.030
H -2.859 -1.963 -2.976 0.26 0.14 -0.53 0.109
H -1.910 -7.873 -4.664 -0.64 -1.24 -0.13 0.076
H 3.440 4.651 4.644 -0.07 0.40 -0.76 0.084
H 0.578 9.691 -0.997 -0.23 -0.30 -0.65 0.115
H -3.753 -0.490 -6.157 -0.03 -0.09 0.66 0.122
H -0.510 1.770 -5.830 0.42 0.48 0.40 0.058
H -3.600 9.963 -1.676 0.49 -0.10 0.28 0.093
H 1.888 4.030 2.235 0.36 -0.07 -0.42 0.091
H -4.152 0.064 8.633 0.83 0.51 -0.97 0.135
H 0.618 8.285 -4.179 -0.50 -1.61 1.63 0.162
H -2.791 0.506 -3.875 -0.45 0.94 0.25 0.037
H 6.455 -0.850 5.119 -0.72 0.00 -0.59 0.131
H -6.334 -0.283 5.521 0.24 -0.37 0.18 0.097
H 5.144 -1.089 3.101 -0.06 -0.02 0.03 0.113
H -0.703 7.081 -3.685 0.25 0.63 0.41 0.107
H -3.870 -1.887 -5.171 0.20 -1.00 0.50 0.099
H 1.058 2.371 -7.444 -0.35 -0.44 0.18 0.087
H 2.714 3.712 -3.456 -0.30 -0.44 0.19 0.106
H -0.038 2.588 10.079 0.54 -0.50 -0.08 0.080
H 4.105 -0.835 0.047 0.34 0.29 0.65 0.070
H 1.897 -1.383 -7.249 0.09 -0.37 -0.62 0.093
H 2.261 6.441 -3.427 -1.40 -0.77 -0.09 0.139
H -1.016 8.261 0.101 -0.44 1.09 -0.70 0.140
H -3.883 8.581 -2.678 0.31 -0.05 -0.12 0.091
H 3.804 -7.561 -4.799 0.16 0.01 0.12 0.116
H -2.934 -1.753 8.756 0.59 0.43 -0.74 0.126
H 1.830 -0.283 4.256 -0.57 -0.49 0.36 0.083
H -3.892 2.798 -5.066 1.46 0.64 0.62 0.094
H 2.174 -0.359 1.765 -0.73 -0.33 -0.45 0.092
H 4.071 3.192 5.293 -0.72 -0.06 -0.01 0.095
H 1.412 -7.880 -0.147 -1.61 1.07 0.78 0.043
H -2.799 -2.843 1.590 -0.09 -0.24 -0.27 0.093
H -0.438 -4.384 1.207 0.80 -0.31 1.03 0.081
H 2.960 -2.919 1.191 0.13 0.60 0.51 0.050
H 3.033 -6.270 -3.876 0.40 0.78 0.45 0.104
H 1.465 -2.312 5.814 0.25 -0.27 -0.73 0.067
H -5.493 1.707 -2.980 -0.07 0.59 0.39 0.055
H -0.002 -8.494 -6.451 0.08 1.02 -0.76 0.135
H -1.706 5.922 -0.640 0.33 -0.37 0.23 0.087
H -5.216 -0.449 -3.480 -0.18 0.43 0.53 0.112
H -4.941 -1.539 5.750 -0.89 0.82 -0.29 0.102
H -0.393 -3.736 5.173 -0.37 0.73 0.49 0.063
H 1.086 -7.153 -4.110 -0.89 0.03 0.02 0.076
H 1.411 1.680 2.955 -0.62 0.05 -0.10 0.094
H -2.483 -2.905 -1.173 -0.06 -0.51 -0.10 0.099
H -4.803 -2.935 -0.521 -0.70 0.59 -0.78 0.113
H 5.566 0.710 5.007 0.13 -0.68 0.15 0.123
H 4.207 0.975 3.125 -0.51 1.03 0.35 0.076
H 0.450 6.372 -6.979 0.86 0.37 -0.96 0.070
H -4.662 -0.003 4.951 -0.06 0.52 0.35 0.052
H -0.473 -1.528 8.623 0.55 0.32 0.31 0.117
H 4.434 3.455 1.340 0.60 -0.48 -0.12 0.097
H 1.527 -3.156 -4.198 -1.47 -0.31 0.61 0.114
H 0.484 0.887 -1.627 0.08 0.19 -0.08 0.083
H -2.912 2.355 3.264 -0.14 0.10 0.66 0.105
H 0.154 -5.206 4.628 0.18 -0.63 -0.33 0.100
H -3.220 -4.450 -1.605 -0.47 -0.46 -0.78 0.117
H -0.231 -1.356 -4.447 0.89 0.12 0.20 0.085
H -0.601 6.536 -5.696 -0.75 0.01 0.64 0.068
H -1.453 0.232 7.464 1.35 0.46 0.18 0.084
H -2.686 3.930 -5.649 -0.07 -0.37 0.26 0.101
H -3.055 1.669 4.919 0.94 0.03 -1.65 0.114
H -0.369 9.751 -2.549 0.65 -0.97 0.83 0.115
H -6.967 1.253 -3.829 0.93 1.05 -0.22 0.115
H 1.890 -6.056 -6.098 -0.08 -0.06 0.08 0.105
H 2.879 -3.871 -0.859 -0.42 -1.18 0.55 0.089
H -2.992 -2.035 7.060 -0.45 -0.87 -1.05 0.084
```
Positions in Å, forces in eV/Å.

The LUMO energy is 0.3 eV.